Formula: C59H83Cl2F5O21
Source: OMol25
Level of theory: the ωB97M-V functional and the def2-TZVPD basis

Geometry as XYZ:
```
170
Properties=species:S:1:pos:R:3:lowdin_charge:R:1
C -31.3402 -7.5223 14.8009 -1.059
Cl -32.7819 -7.3828 13.7747 0.542
Cl -29.9813 -6.7185 14.0735 0.550
H -31.5658 -7.0304 15.7471 0.008
H -31.0814 -8.5473 15.0665 0.026
C -31.4641 3.6195 9.5498 -0.072
C -32.6122 3.1995 8.6843 -0.213
O -32.4523 1.8626 8.2522 0.057
C -32.4814 0.8596 9.0986 -0.547
O -32.7152 0.8813 10.3097 0.095
O -32.2345 -0.2771 8.3954 -0.003
C -32.6491 -1.5278 8.9164 -0.043
H -31.5404 3.3926 10.6132 0.071
H -31.1407 4.6602 9.5272 0.083
H -30.6483 2.9967 9.1828 0.089
H -32.4840 3.8036 7.7861 0.126
H -33.5588 3.5438 9.1007 0.119
H -33.7328 -1.6447 8.9245 0.087
H -32.1799 -1.7355 9.8780 0.081
H -32.2607 -2.3027 8.2555 0.089
C -26.0635 -4.5941 12.8296 -0.029
C -25.1868 -5.6450 13.6562 -0.155
O -24.6581 -6.6391 12.7252 0.040
C -23.9851 -7.6645 13.2091 -0.597
O -23.7268 -7.9942 14.3916 0.075
O -23.5757 -8.3356 12.1738 0.006
C -22.8378 -9.5397 12.2028 -0.039
H -26.8081 -5.1118 12.2249 0.062
H -25.3028 -4.1258 12.2050 0.073
H -26.6148 -3.9331 13.4983 0.066
H -25.8645 -6.1499 14.3446 0.108
H -24.3931 -5.2070 14.2613 0.103
H -21.8924 -9.5203 12.7449 0.101
H -22.6380 -9.8326 11.1721 0.090
H -23.4946 -10.3656 12.4762 0.096
C -29.9544 -3.9669 17.1652 -0.049
C -29.2277 -2.9233 16.3736 -0.171
O -30.2146 -2.1511 15.6683 0.047
C -30.7016 -2.4902 14.5371 -0.569
O -30.0810 -3.2488 13.7524 0.044
O -31.7593 -1.6880 14.1710 -0.020
C -32.2702 -1.6816 12.8133 -0.026
H -29.2905 -4.7145 17.5995 0.076
H -30.6836 -4.4854 16.5427 0.077
H -30.4710 -3.5577 18.0334 0.063
H -28.4943 -3.4046 15.7266 0.119
H -28.6183 -2.2786 17.0069 0.105
H -32.6030 -2.6962 12.5944 0.086
H -31.5485 -1.2975 12.0924 0.082
H -33.1375 -1.0486 12.6260 0.078
C -34.3963 -5.0445 10.0658 -0.058
C -34.6149 -6.4250 10.6695 -0.188
O -33.8788 -7.5523 10.1176 0.036
C -34.2961 -8.2861 9.1049 -0.632
O -35.3415 -8.0747 8.4629 0.082
O -33.3484 -9.0950 8.8343 0.036
C -33.4754 -9.9771 7.7082 -0.014
H -34.1630 -5.1075 9.0029 0.082
H -33.5652 -4.4592 10.4592 0.062
H -35.2998 -4.4435 10.1689 0.067
H -35.6955 -6.5528 10.7340 0.122
H -34.3573 -6.4446 11.7285 0.066
H -33.9133 -10.9570 7.8981 0.094
H -32.4766 -10.2885 7.4022 0.092
H -34.0163 -9.4447 6.9259 0.097
C -30.7970 -7.9312 20.3354 -0.050
C -30.2620 -6.8683 19.3556 -0.223
O -28.9613 -7.1683 18.8345 0.021
C -28.8350 -7.9065 17.7018 -0.588
O -29.7552 -8.4418 17.1143 0.083
O -27.5594 -8.0139 17.4237 0.016
C -27.1509 -8.9778 16.3879 0.020
H -30.4837 -8.9087 19.9688 0.076
H -31.8868 -7.9456 20.3443 0.082
H -30.3295 -7.7344 21.3002 0.073
H -30.2193 -5.9614 19.9587 0.090
H -31.0301 -6.7005 18.6008 0.115
H -26.5866 -9.7007 16.9772 0.101
H -26.5929 -8.4920 15.5875 0.083
H -27.9861 -9.4740 15.8936 0.088
C -34.5566 2.2641 13.1233 -0.051
C -34.8939 3.0819 11.8688 -0.237
O -36.2575 3.4661 11.8040 -0.002
C -36.6711 4.6415 11.1559 -0.525
O -35.9574 5.4243 10.5376 0.112
O -37.9390 4.7776 11.5110 0.006
C -38.7724 5.5057 10.6164 -0.048
H -34.8367 2.7824 14.0404 0.079
H -33.4684 2.2649 13.0614 0.075
H -34.9466 1.2465 13.1431 0.068
H -34.7109 2.4082 11.0317 0.098
H -34.2380 3.9519 11.8994 0.123
H -38.6324 5.2082 9.5772 0.096
H -38.5155 6.5649 10.6239 0.094
H -39.8480 5.4136 10.7672 0.094
C -31.4671 0.5562 17.8563 -0.052
C -31.6922 0.5823 19.4059 -0.165
O -32.7133 1.6322 19.5233 0.010
C -33.2094 1.9062 20.7534 -0.526
O -32.8276 1.3464 21.7911 0.079
O -34.0899 2.9254 20.6394 -0.013
C -34.7189 3.4764 21.7763 -0.047
H -31.1804 1.5617 17.5482 0.073
H -32.3261 0.2401 17.2645 0.080
H -30.6228 -0.1000 17.6449 0.062
H -30.8320 0.5482 20.0746 0.129
H -32.2457 -0.3541 19.4763 0.087
H -34.0540 3.4070 22.6372 0.095
H -35.6104 2.8882 21.9939 0.094
H -35.0742 4.4691 21.4997 0.097
F -29.4731 -2.4731 6.6146 0.024
C -29.4679 -3.0296 7.8815 -0.257
C -29.9124 -4.3111 8.1896 -0.031
C -29.9089 -4.7623 9.5110 -0.061
C -29.3463 -3.9322 10.5071 -0.091
C -28.8308 -2.6960 10.1659 -0.088
C -28.9626 -2.1773 8.8810 -0.016
H -30.2423 -4.9282 7.3670 0.112
H -30.3321 -5.6890 9.8695 0.105
H -29.1973 -4.4266 11.4556 0.079
H -28.4137 -2.0512 10.9253 0.105
H -28.6652 -1.1573 8.6873 0.115
F -23.7816 -5.1440 16.7584 0.042
C -24.4063 -3.9328 16.9555 -0.267
C -24.0066 -2.8248 16.2129 -0.011
C -24.6893 -1.6163 16.3302 -0.081
C -25.6771 -1.5351 17.2642 -0.136
C -25.9991 -2.5475 18.1193 -0.075
C -25.3794 -3.7900 17.8835 -0.012
H -23.2753 -2.8488 15.4185 0.115
H -24.4086 -0.7910 15.6928 0.110
H -26.1855 -0.5824 17.2790 0.106
H -26.8929 -2.3681 18.6984 0.104
H -25.6837 -4.6095 18.5177 0.120
F -31.3096 -2.4452 20.5353 0.053
C -31.8461 -2.9674 21.6593 -0.277
C -31.3969 -4.1959 22.1356 -0.009
C -31.9021 -4.7813 23.3080 -0.075
C -32.8352 -4.0476 23.9938 -0.120
C -33.3611 -2.8344 23.5767 -0.046
C -32.7267 -2.3074 22.4509 -0.026
H -30.5986 -4.7233 21.6347 0.090
H -31.6858 -5.7668 23.6933 0.106
H -33.0659 -4.5011 24.9465 0.100
H -34.0693 -2.3002 24.1927 0.110
H -33.1226 -1.3415 22.1740 0.105
F -36.7898 -2.0804 18.5791 0.056
C -35.8338 -2.5927 17.7864 -0.234
C -36.2183 -3.2578 16.5658 0.025
C -35.1433 -3.6731 15.7299 -0.088
C -33.8442 -3.5768 16.1121 -0.097
C -33.5130 -3.1112 17.3752 -0.089
C -34.4672 -2.5939 18.1681 -0.031
H -37.2392 -3.3548 16.2269 0.098
H -35.2786 -4.1602 14.7755 0.092
H -33.0785 -3.9779 15.4646 0.098
H -32.5143 -3.0162 17.7751 0.084
H -34.2027 -2.2594 19.1604 0.107
F -35.3471 -3.2092 12.5328 0.040
C -36.2636 -2.2878 12.1231 -0.244
C -35.9838 -1.3729 11.1168 -0.012
C -36.9070 -0.3645 10.7656 -0.056
C -38.1228 -0.2548 11.4174 -0.109
C -38.3738 -1.0898 12.4038 -0.118
C -37.5217 -2.1128 12.7172 -0.012
H -35.0195 -1.4611 10.6385 0.084
H -36.6301 0.3453 10.0002 0.105
H -38.7943 0.4831 11.0040 0.114
H -39.3260 -1.0196 12.9086 0.117
H -37.8108 -2.6429 13.6126 0.105
```

Lowest unoccupied orbital energy (eV): 0.50
F_max (eV Å⁻¹): 6.00
Spin multiplicity: 1
DFT total energy (eV): -144154.83443
HOMO (Eh): -0.3342
Gap between HOMO and LUMO (eV): 9.6



Formula: C4H6N2S
Source: OMol25
Level of theory: the ωB97M-V functional and the def2-TZVPD basis

Geometry as XYZ:
```
13
Properties=species:S:1:pos:R:3:lowdin_charge:R:1
N 2.7999 -1.6714 0.0216 0.118
C 2.2185 -0.6600 -0.2272 -0.238
C 1.3279 0.4385 -0.3145 -0.127
C 0.0656 0.4326 0.0461 -0.440
N -0.5048 1.6725 0.0805 0.056
C -0.6793 -0.7705 0.6579 -0.357
S -2.4301 -0.9933 -0.2188 0.597
H 1.8760 1.3198 -0.6676 0.114
H 0.1898 2.3709 -0.1798 0.086
H -1.5770 2.0552 0.0291 0.183
H -0.2741 -1.8296 0.4292 0.095
H -0.9237 -0.6309 1.6852 0.054
H -2.0888 -1.7339 -1.3416 -0.140
```

Lowest unoccupied orbital energy (eV): 0.51
F_max (eV Å⁻¹): 5.01
Spin multiplicity: 1
DFT total energy (eV): -18058.84532
HOMO (Eh): -0.3230
Gap between HOMO and LUMO (eV): 9.3
SMILES: N#C/C=C(/N)CS
Relative energy (zero: lowest compared OMol25 entry of this formula, charge and spin) (kcal/mol): 49.07



Formula: C3H4N3O4P
Source: OMol25
Level of theory: the ωB97M-V functional and the def2-TZVPD basis

Geometry as XYZ:
```
15
Properties=species:S:1:pos:R:3:lowdin_charge:R:1
C -0.2552 0.3878 0.0766 -0.029
C 0.4067 1.5295 0.1736 -0.084
C 0.2388 -1.0158 -0.3757 -0.202
N 1.7955 1.5620 0.1529 -0.191
N 1.3442 -1.0902 -1.3044 0.104
N 2.5079 1.6827 -0.8731 0.002
O 4.5422 -0.8358 0.9240 -0.187
O 2.2430 0.5411 1.0729 -0.112
O 2.5715 -1.3967 -0.6733 -0.185
O 3.5841 0.9091 -0.8826 -0.131
P 3.3672 -0.3876 0.2114 0.545
H -1.2320 0.2892 0.2062 0.056
H -0.1319 2.4974 0.4846 0.150
H 0.1647 -1.6901 0.4876 0.128
H -0.6210 -1.4366 -0.9730 0.134
```

Lowest unoccupied orbital energy (alpha / beta) (eV): 0.14 / -1.62
F_max (eV Å⁻¹): 5.39
Spin multiplicity: 1
DFT total energy (eV): -25117.70858
HOMO (alpha / beta) (Eh): -0.3876 / -0.2814
Gap between HOMO and LUMO (alpha / beta) (eV): 10.7 / 6.0
Relative energy (zero: lowest compared OMol25 entry of this formula, charge and spin) (kcal/mol): 45.95



Formula: C3H7NO2
Source: OMol25
Level of theory: the ωB97M-V functional and the def2-TZVPD basis

Geometry as XYZ:
```
13
Properties=species:S:1:pos:R:3:lowdin_charge:R:1
C -1.6628 0.4193 -0.1561 -0.030
C -0.4338 -0.3074 0.5250 -0.329
O -0.2157 -1.7049 0.5269 -0.039
C 0.7667 0.4631 -0.0259 -0.455
N 1.8710 -0.3248 -0.4683 0.110
O 0.7188 1.6524 -0.2322 0.087
H -1.7769 1.3067 0.4749 0.077
H -2.6138 -0.1195 -0.1517 0.078
H -1.5006 0.8366 -1.1597 0.078
H -0.6041 -0.0775 1.5811 0.142
H 0.5796 -1.9076 0.0039 0.073
H 2.5479 -0.4565 0.2812 0.108
H 2.3236 0.2201 -1.1989 0.099
```

Lowest unoccupied orbital energy (eV): 0.73
F_max (eV Å⁻¹): 0.73
Spin multiplicity: 1
DFT total energy (eV): -8809.14773
HOMO (Eh): -0.3698
Gap between HOMO and LUMO (eV): 10.8
SMILES: C[C@@H](O)C(N)=O
Relative energy (zero: lowest compared OMol25 entry of this formula, charge and spin) (kcal/mol): 31.85



Formula: C3H7NO2
Source: OMol25
Level of theory: the ωB97M-V functional and the def2-TZVPD basis

Geometry as XYZ:
```
13
Properties=species:S:1:pos:R:3:lowdin_charge:R:1
N -0.6700 1.1364 -1.0418 0.121
C -0.5349 1.3705 0.2181 -0.676
O -1.6497 1.5653 0.9434 0.096
O 0.5707 1.2495 0.9175 0.006
H 0.2315 1.1944 -1.5048 0.064
H -1.3908 1.6037 1.8742 0.117
H 1.0116 0.2357 0.5846 0.123
C -0.1496 -1.2619 -0.7006 -0.022
C 0.9705 -1.2857 0.0864 -0.127
H -0.0955 -1.2488 -1.7784 0.072
H -1.1337 -1.4147 -0.2838 0.080
H 0.9023 -1.7249 1.0745 0.074
H 1.9375 -1.4194 -0.3893 0.071
```

Lowest unoccupied orbital energy (eV): 0.56
F_max (eV Å⁻¹): 2.55
Spin multiplicity: 1
DFT total energy (eV): -8807.65887
HOMO (Eh): -0.3537
Gap between HOMO and LUMO (eV): 10.2
SMILES: N=C(O)O.C=C
Relative energy (zero: lowest compared OMol25 entry of this formula, charge and spin) (kcal/mol): 66.18



Formula: C17H13CdNS2Se2
Source: OMol25
Level of theory: the ωB97M-V functional and the def2-TZVPD basis

Geometry as XYZ:
```
36
Properties=species:S:1:pos:R:3:lowdin_charge:R:1
Cd 0.3838 -0.7821 -1.0211 0.684
S 0.4154 0.4393 -3.2194 0.323
C 1.2372 -0.7482 -4.2303 -0.766
C 1.5185 -0.3518 -5.5464 -0.191
C 2.1498 -1.1741 -6.4639 -0.156
C 2.5296 -2.4527 -6.0734 -0.156
C 2.2662 -2.8659 -4.7784 -0.191
C 1.6266 -2.0535 -3.8303 -0.767
S 1.3752 -2.7660 -2.2349 0.317
H 1.2199 0.6486 -5.8387 0.071
H 2.3434 -0.8173 -7.4702 0.075
H 3.0288 -3.1221 -6.7664 0.075
H 2.5613 -3.8602 -4.4625 0.071
Se 1.9834 -0.0366 0.9872 0.389
C 1.0528 1.3313 1.9377 -0.726
C 1.5963 1.8234 3.1286 -0.175
C 0.9503 2.8055 3.8650 -0.131
C -0.2635 3.3250 3.4331 -0.134
C -0.8132 2.8459 2.2508 -0.105
C -0.1639 1.8687 1.5109 -0.163
H 2.5378 1.4168 3.4795 0.076
H 1.3955 3.1603 4.7889 0.083
H -0.7776 4.0819 4.0140 0.080
H -1.7668 3.2246 1.8998 0.096
H -0.6254 1.4980 0.6035 0.045
Se -2.2294 -0.9247 -0.2813 0.400
C -2.3831 -0.7865 1.6018 -0.743
C -3.5919 -0.3747 2.1754 -0.162
C -3.7066 -0.2738 3.5495 -0.206
N -2.7236 -0.5399 4.4123 0.015
C -1.5683 -0.9206 3.8594 -0.176
C -1.3504 -1.0641 2.4998 -0.150
H -4.4342 -0.1269 1.5413 0.076
H -4.6503 0.0444 3.9873 0.082
H -0.7522 -1.1157 4.5494 0.095
H -0.3714 -1.3564 2.1420 0.043
```

Lowest unoccupied orbital energy (eV): 4.92
F_max (eV Å⁻¹): 0.07
Spin multiplicity: 1
DFT total energy (eV): -176261.60945
HOMO (Eh): -0.0419
Gap between HOMO and LUMO (eV): 6.1
Charge: -2
Relative energy (zero: lowest compared OMol25 entry of this formula, charge and spin) (kcal/mol): 0.00



Formula: C5H8O
Source: OMol25
Level of theory: the ωB97M-V functional and the def2-TZVPD basis

Geometry as XYZ:
```
14
Properties=species:S:1:pos:R:3:lowdin_charge:R:1
O 0.4533 -1.5894 1.5704 -0.006
C 0.5258 -0.2779 1.7447 -0.054
C 1.0912 0.2907 0.4576 -0.212
C -0.1413 0.5164 -0.4064 -0.392
C -0.4668 -0.5776 -1.3862 -0.066
C -0.9155 1.5863 -0.2275 0.047
H 0.0327 -1.9599 2.3607 0.102
H 1.7895 -0.3966 -0.0400 0.113
H 1.5913 1.2392 0.6709 0.104
H 0.2360 -0.5632 -2.2290 0.085
H -1.4812 -0.4739 -1.7830 0.077
H -0.3749 -1.5604 -0.9087 0.073
H -0.6640 2.3542 0.4997 0.067
H -1.8238 1.7321 -0.8077 0.063
```

Lowest unoccupied orbital energy (eV): 0.89
F_max (eV Å⁻¹): 0.47
Spin multiplicity: 1
DFT total energy (eV): -7359.10774
HOMO (Eh): -0.3152
Gap between HOMO and LUMO (eV): 9.5
Relative energy (zero: lowest compared OMol25 entry of this formula, charge and spin) (kcal/mol): 72.58